(1)
89
Properties=species:S:1:pos:R:3:mulliken_charge:R:1 method="wB97M-V/def2-TZVPD" smiles="CCSC[C@@H]1C(=O)OC[C@H]1CCCCCCCOC.CCOC(C)=O.CCOC(C)=O.CCOC(C)=O" total_energy_ha=-2135.1836 spin_multiplicity=1
C -1.486 3.162 -3.939 -0.872
C -0.006 3.081 -4.567 -0.218
S 1.349 3.013 -3.281 -0.123
C 0.964 4.254 -1.934 -1.149
C 0.598 3.537 -0.559 0.030
C -0.363 4.484 0.354 0.492
O -0.980 5.501 0.001 -0.585
O -0.283 3.893 1.667 -0.408
C 0.734 2.820 1.722 0.041
C 1.719 3.306 0.553 0.186
C 3.031 2.465 0.215 -1.122
C 2.770 0.932 -0.193 -0.440
C 3.514 0.021 0.919 -0.626
C 3.163 -1.538 0.800 -0.523
C 1.971 -2.044 1.750 -0.395
C 0.967 -0.902 2.250 0.172
C 1.334 -0.270 3.681 -0.344
O 0.135 0.040 4.464 -0.345
C -0.347 -1.165 5.113 -0.554
H -2.087 3.949 -4.522 0.201
H -1.504 3.436 -2.826 0.319
H -2.012 2.145 -4.017 0.231
H 0.048 2.097 -5.155 0.241
H 0.120 3.937 -5.310 0.158
H 1.802 5.006 -1.761 0.406
H 0.040 4.844 -2.289 0.443
H -0.058 2.592 -0.619 0.219
H 0.083 1.918 1.413 0.052
H 1.151 2.674 2.769 0.129
H 2.023 4.363 0.851 0.357
H 3.699 2.477 1.154 0.492
H 3.625 2.977 -0.611 0.346
H 1.677 0.659 -0.346 0.411
H 3.302 0.734 -1.196 0.358
H 3.363 0.439 1.984 0.149
H 4.649 0.127 0.731 0.364
H 4.073 -2.219 0.998 0.305
H 2.889 -1.730 -0.303 0.271
H 2.364 -2.676 2.627 0.324
H 1.339 -2.769 1.112 -0.170
H -0.058 -1.413 2.388 0.488
H 0.806 -0.106 1.453 -0.391
H 1.943 -1.033 4.273 0.323
H 1.931 0.709 3.573 0.053
H -0.156 -2.104 4.475 0.261
H -1.493 -1.102 5.209 0.150
H 0.135 -1.369 6.126 0.262
O -2.361 1.475 -7.091 -0.539
C -1.668 1.983 -7.942 0.813
O -1.328 3.285 -7.858 -0.322
C -0.368 3.931 -8.706 -0.420
C -1.009 4.394 -9.999 -1.042
C -1.249 1.198 -9.156 -1.079
H 0.501 3.291 -8.873 0.387
H -0.008 4.803 -8.153 0.338
H -1.399 3.555 -10.579 0.272
H -0.286 4.933 -10.615 0.368
H -1.855 5.054 -9.790 0.313
H -2.058 1.212 -9.888 0.267
H -1.056 0.169 -8.850 0.313
H -0.332 1.557 -9.618 0.351
O 3.577 -5.893 -0.114 -0.558
C 2.521 -6.215 -0.603 0.790
O 1.406 -5.514 -0.326 -0.357
C 0.147 -5.695 -0.991 -0.363
C -0.648 -6.816 -0.353 -1.024
C 2.413 -7.453 -1.452 -1.013
H 0.287 -5.835 -2.065 0.354
H -0.400 -4.755 -0.871 0.325
H -0.130 -7.774 -0.435 0.272
H -1.627 -6.912 -0.827 0.373
H -0.791 -6.624 0.713 0.305
H 2.312 -8.324 -0.803 0.258
H 3.326 -7.546 -2.042 0.303
H 1.590 -7.430 -2.164 0.332
O -1.733 -2.753 8.666 -0.566
C -2.633 -1.949 8.727 0.797
O -3.580 -1.916 7.771 -0.370
C -4.778 -1.131 7.846 -0.420
C -4.533 0.285 7.364 -0.906
C -2.662 -0.913 9.818 -0.978
H -5.208 -1.165 8.850 0.366
H -5.502 -1.614 7.184 0.309
H -3.801 0.802 7.989 0.266
H -5.461 0.860 7.371 0.357
H -4.131 0.277 6.348 0.266
H -2.014 -0.081 9.538 0.236
H -2.288 -1.369 10.736 0.313
H -3.658 -0.540 10.046 0.341

---

(2)
102
Properties=species:S:1:pos:R:3:mulliken_charge:R:1 method="wB97M-V/def2-TZVPD" total_charge=-1 total_energy_ha=-2863.4570 spin_multiplicity=1 e_above_lowest_kj_mol=5.6
O -1.647 0.634 0.046 -0.393
C -0.847 0.327 -0.952 0.670
O 0.398 0.433 -0.706 -0.574
O -1.357 -0.042 -2.033 -0.769
H -0.926 0.741 0.692 0.076
C -0.247 3.768 -3.733 -0.797
O 0.502 2.533 -3.936 -0.278
C 1.860 2.666 -3.539 -0.613
C 2.564 1.312 -3.608 0.025
O 2.653 0.842 -4.942 -0.295
C 3.435 -0.300 -5.166 0.015
C 3.158 -0.869 -6.554 -0.683
O 1.930 -1.551 -6.422 -0.186
C 1.569 -2.055 -7.758 -0.881
H 0.418 4.630 -3.801 0.361
H -0.817 3.816 -2.802 0.235
H -1.039 3.870 -4.475 0.258
H 1.948 2.988 -2.499 0.327
H 2.539 3.285 -4.136 0.387
H 2.091 0.560 -2.970 -0.084
H 3.548 1.459 -3.144 0.343
H 3.268 -1.000 -4.345 -0.320
H 4.473 0.057 -5.173 0.359
H 3.962 -1.540 -6.876 0.410
H 3.093 -0.103 -7.332 0.363
H 2.303 -2.727 -8.208 0.332
H 1.325 -1.273 -8.479 0.323
H 0.686 -2.692 -7.709 0.263
C -1.812 -3.556 -1.814 -0.968
O -2.882 -2.977 -1.096 0.003
C -3.910 -3.889 -1.045 -0.723
C -5.114 -3.521 -0.173 -0.572
O -5.716 -2.343 -0.662 -0.195
C -7.024 -2.140 -0.144 -0.538
C -7.686 -0.831 -0.607 -0.572
O -7.010 0.350 -0.146 -0.315
C -7.354 0.690 1.185 -0.744
H -1.189 -2.787 -2.275 0.248
H -2.161 -4.129 -2.676 0.446
H -1.117 -4.101 -1.168 0.242
H -3.710 -4.921 -0.726 0.427
H -4.346 -4.033 -2.042 0.339
H -4.883 -3.426 0.891 0.310
H -5.845 -4.310 -0.386 0.364
H -7.019 -2.223 0.948 0.325
H -7.608 -3.001 -0.492 0.344
H -8.722 -0.822 -0.263 0.424
H -7.617 -0.917 -1.691 0.282
H -6.942 1.659 1.469 0.285
H -7.019 -0.030 1.932 0.260
H -8.423 0.921 1.237 0.312
C 3.514 4.143 8.932 -0.695
O 3.271 3.190 7.900 -0.360
C 2.252 3.463 6.956 -0.061
C 2.711 4.430 5.867 -0.649
O 1.996 4.224 4.678 -0.108
C 2.601 4.903 3.592 -0.771
C 1.902 4.465 2.356 -0.309
O 0.585 5.011 2.284 -0.385
C -0.171 4.356 1.255 -0.407
H 4.342 3.722 9.504 0.268
H 2.696 4.124 9.657 0.294
H 3.764 5.162 8.634 0.286
H 1.314 3.651 7.484 0.313
H 2.041 2.561 6.376 -0.101
H 3.785 4.248 5.766 0.392
H 2.575 5.428 6.298 0.277
H 3.691 4.803 3.512 0.427
H 2.607 5.984 3.775 0.349
H 1.893 3.382 2.210 0.177
H 2.495 4.769 1.484 0.381
H -1.211 4.668 1.227 0.302
H -0.019 3.278 1.308 0.065
H 0.346 4.754 0.376 0.303
C -1.247 -3.023 2.528 -1.512
C -0.869 -1.707 1.745 0.170
O 0.248 -1.126 2.368 -0.082
C 0.106 -0.436 3.491 0.317
O -0.977 -0.125 3.918 -0.558
C 1.427 0.115 4.111 0.900
F 1.663 -0.405 5.294 -0.279
F 2.471 -0.265 3.333 -0.271
F 1.327 1.441 4.108 -0.169
H -1.643 -3.790 1.860 0.348
H -1.734 -2.954 3.496 0.326
H -0.246 -3.453 2.645 0.446
H -1.797 -1.141 1.681 0.400
H -0.648 -1.981 0.716 0.000
C 3.944 -1.830 -1.351 -1.056
C 2.602 -2.331 -0.850 0.329
O 2.479 -3.734 -1.034 -0.384
C 2.053 -4.264 -2.182 0.448
O 1.800 -3.661 -3.189 -0.504
C 1.875 -5.763 -2.113 0.836
F 2.950 -6.384 -2.611 -0.263
F 1.622 -6.085 -0.863 -0.234
F 0.818 -6.145 -2.868 -0.248
H 4.199 -0.967 -0.733 0.385
H 3.885 -1.585 -2.408 0.048
H 4.696 -2.579 -1.094 0.434
H 1.815 -1.761 -1.349 0.190
H 2.465 -2.211 0.223 0.137

---

(3)
88
Properties=species:S:1:pos:R:3:mulliken_charge:R:1 method="wB97M-V/def2-TZVPD" smiles="CC(C)C[C@@H](C)CO[C@@](C#N)(CCCC(=O)O)[C@@H](I)C#N.CCN(CC)CC.CCN(CC)CC" total_energy_ha=-1802.9015 spin_multiplicity=1
C 0.421 -4.034 1.252 -1.648
C 0.599 -2.859 0.217 1.151
C 1.557 -3.447 -0.895 -1.629
C 1.241 -1.658 1.003 -1.265
C 0.509 -0.297 0.855 0.772
C 0.956 0.512 -0.409 -1.365
C -1.046 -0.404 0.984 -0.338
O -1.630 0.900 1.166 -0.370
C -2.896 0.867 1.789 0.786
C -3.636 2.140 1.308 -0.222
N -4.122 3.107 1.016 -0.536
C -3.815 -0.321 1.370 -0.607
C -5.305 -0.197 1.921 -0.761
C -5.720 -1.432 2.823 -0.579
C -6.328 -1.006 4.177 0.329
O -7.158 -0.189 4.283 -0.463
O -5.864 -1.678 5.310 -0.489
C -2.792 1.067 3.370 -0.254
I -2.492 -0.755 4.484 0.033
C -1.714 2.075 3.629 0.027
N -1.010 2.933 3.826 -0.428
H 0.207 -5.001 0.751 0.406
H 1.427 -4.166 1.714 0.416
H -0.297 -3.789 2.058 0.300
H -0.345 -2.615 -0.307 0.205
H 2.240 -4.201 -0.445 0.393
H 0.896 -4.035 -1.571 0.388
H 2.111 -2.663 -1.443 0.378
H 1.302 -1.938 2.079 0.475
H 2.300 -1.590 0.662 0.386
H 0.831 0.330 1.724 0.135
H 0.592 0.078 -1.362 0.108
H 0.501 1.525 -0.316 0.410
H 2.052 0.678 -0.383 0.297
H -1.415 -0.782 0.001 0.008
H -1.255 -1.121 1.799 0.122
H -3.459 -1.316 1.685 0.511
H -3.913 -0.349 0.265 0.253
H -5.994 -0.173 1.059 0.476
H -5.454 0.704 2.544 0.466
H -6.441 -2.042 2.239 0.405
H -4.871 -2.101 3.058 0.324
H -5.192 -1.132 5.751 0.284
H -3.775 1.472 3.681 0.682
C -3.081 1.317 -3.318 -1.277
C -1.949 0.710 -4.119 -0.414
N -1.739 -0.709 -3.865 0.500
C -0.494 -1.213 -4.439 -0.578
C -0.358 -1.204 -5.964 -1.219
C -2.894 -1.575 -4.050 -0.591
C -3.554 -1.601 -5.433 -1.153
H -2.908 1.176 -2.248 0.122
H -3.141 2.389 -3.511 0.463
H -4.054 0.894 -3.578 0.318
H -1.045 1.257 -3.834 0.454
H -2.112 0.910 -5.187 0.226
H -0.317 -2.230 -4.077 0.354
H 0.330 -0.623 -4.024 0.288
H -0.928 -2.009 -6.426 0.268
H 0.688 -1.362 -6.240 0.436
H -0.670 -0.257 -6.406 0.265
H -3.655 -1.290 -3.316 0.194
H -2.623 -2.597 -3.769 0.419
H -3.646 -0.606 -5.871 0.238
H -4.561 -2.016 -5.351 0.416
H -3.008 -2.237 -6.128 0.281
C 7.999 2.297 2.278 -1.438
C 6.726 3.065 1.948 -0.301
N 6.016 2.558 0.785 0.108
C 4.947 3.442 0.338 -0.712
C 3.757 3.664 1.277 -0.691
C 5.680 1.143 0.811 -0.844
C 4.803 0.640 1.962 -0.497
H 8.688 2.292 1.432 0.329
H 8.504 2.770 3.123 0.433
H 7.792 1.265 2.566 0.300
H 7.016 4.101 1.751 0.446
H 6.087 3.086 2.843 0.247
H 4.571 3.086 -0.626 0.345
H 5.391 4.419 0.122 0.392
H 3.081 2.809 1.284 -0.041
H 3.174 4.522 0.935 0.406
H 4.067 3.871 2.302 0.274
H 6.612 0.569 0.818 0.383
H 5.209 0.871 -0.138 0.339
H 5.090 1.065 2.925 0.332
H 4.893 -0.446 2.045 0.351
H 3.749 0.856 1.787 -0.145

---

The following HOMO-LUMO gap values (in eV) correspond, in order, to the records above: 9.0; 6.8; 7.4.